1.
This record from the OMol25 dataset describes a gas-phase ion, C3H10NOSi2 (charge +1) at a distorted geometry. The level of theory is ωB97M-V/def2-TZVPD.

Output
charge: +1

Structure (XYZ):
```
17
C3H10NOSi2, DFT ωB97M-V/def2-TZVPD
C -1.737 1.247 0.379
C 1.675 0.034 0.399
C -0.258 -1.624 -0.110
N 0.906 -0.828 -0.503
O -2.588 1.982 0.685
Si 1.437 1.826 -0.206
Si -1.930 -0.683 0.027
H 1.458 -0.278 1.448
H 2.748 -0.396 0.444
H -0.432 -2.438 -0.907
H -0.034 -2.399 0.705
H -0.527 1.736 0.536
H 1.541 -1.367 -1.141
H 0.879 1.798 -1.466
H 2.251 2.860 0.366
H -3.058 -1.094 0.735
H -2.329 -0.377 -1.393
```

Partial charges, Löwdin, in e: C -0.349; C -0.389; C -0.363; N -0.236; O 0.105; Si 1.008; Si 0.811; H 0.095; H 0.120; H 0.108; H 0.096; H 0.024; H 0.137; H -0.063; H -0.062; H -0.045; H 0.003

2.
This record from the OMol25 dataset describes 3 unconnected molecules or ions with the total composition C33H68N3O10P2 at a distorted geometry. The level of theory is ωB97M-V/def2-TZVPD.

Output
charge: +1

Structure (XYZ):
```
116
C33H68N3O10P2, DFT ωB97M-V/def2-TZVPD
C -3.730 -1.612 0.466
C -4.914 -1.889 -0.480
O -4.425 -2.451 -1.703
C -4.630 -1.639 -2.833
C -3.570 -0.517 -3.000
C -4.136 0.860 -2.689
O -4.138 1.149 -1.303
C -4.856 2.324 -0.945
C -4.131 2.902 0.278
N -4.079 1.896 1.338
C -4.071 2.528 2.663
C -4.957 3.340 -2.098
C -5.405 4.721 -1.666
C -6.551 4.816 -0.880
C -7.057 6.032 -0.471
C -6.410 7.197 -0.867
C -5.264 7.123 -1.630
C -4.764 5.895 -2.036
N -3.615 3.320 -2.753
C -3.441 2.012 -3.476
C -1.980 1.769 -3.844
C -1.223 3.022 -4.307
C -0.025 2.603 -5.205
C 1.300 3.235 -4.772
C 1.202 4.774 -4.654
N 1.177 5.186 -3.228
H -2.801 -1.733 -0.089
H -3.765 -2.358 1.259
H -3.748 -0.602 0.871
H -5.583 -2.640 -0.057
H -5.507 -0.988 -0.656
H -5.649 -1.232 -2.830
H -4.563 -2.299 -3.699
H -3.307 -0.539 -4.059
H -2.678 -0.743 -2.417
H -5.176 0.841 -3.044
H -5.854 2.045 -0.587
H -3.082 3.102 0.018
H -4.642 3.803 0.629
H -4.899 1.302 1.290
H -3.277 3.267 2.741
H -3.939 1.770 3.434
H -5.044 2.999 2.862
H -5.663 3.023 -2.869
H -7.067 3.905 -0.599
H -7.947 6.060 0.142
H -6.818 8.155 -0.573
H -4.768 8.032 -1.942
H -3.873 5.874 -2.656
H -2.911 3.350 -2.009
H -3.461 4.117 -3.366
H -4.009 2.098 -4.407
H -1.989 1.077 -4.686
H -1.450 1.247 -3.043
H -0.851 3.591 -3.451
H -1.865 3.651 -4.936
H -0.226 2.796 -6.259
H 0.088 1.519 -5.105
H 2.051 3.015 -5.537
H 1.670 2.793 -3.848
H 0.304 5.120 -5.171
H 2.044 5.228 -5.179
H 0.402 5.819 -3.088
H 2.046 5.656 -3.019
O 1.613 -1.517 5.328
P 1.503 -2.354 4.111
O -0.090 -2.615 3.908
C -0.953 -1.503 3.686
C -0.658 -0.790 2.379
O 1.963 -3.796 4.735
C 2.937 -3.867 5.783
C 2.273 -4.215 7.099
O 1.968 -2.772 2.635
C 1.887 -4.098 2.079
C 0.498 -4.497 1.631
H -0.886 -0.809 4.528
H -1.968 -1.902 3.669
H 0.328 -0.315 2.405
H -1.406 -0.018 2.188
H -0.655 -1.493 1.546
H 3.491 -2.932 5.865
H 3.650 -4.646 5.505
H 1.439 -3.545 7.303
H 2.985 -4.150 7.922
H 1.872 -5.229 7.065
H 2.316 -4.837 2.749
H 2.540 -4.069 1.205
H -0.135 -4.766 2.474
H 0.568 -5.369 0.980
H 0.012 -3.689 1.084
O 6.376 -4.726 2.349
P 7.027 -3.566 1.711
O 5.907 -2.797 0.835
C 4.733 -2.316 1.497
C 5.039 -1.231 2.511
O 7.886 -4.259 0.510
C 8.389 -5.592 0.650
C 7.591 -6.549 -0.208
O 8.061 -2.387 1.973
C 8.863 -1.754 0.964
C 8.109 -0.757 0.111
H 4.213 -3.146 1.968
H 4.081 -1.921 0.717
H 5.628 -1.630 3.342
H 4.121 -0.807 2.918
H 5.622 -0.432 2.054
H 8.377 -5.906 1.693
H 9.432 -5.577 0.326
H 6.523 -6.447 -0.016
H 7.884 -7.582 -0.015
H 7.750 -6.335 -1.266
H 9.384 -2.485 0.352
H 9.636 -1.223 1.521
H 7.487 -1.253 -0.632
H 8.823 -0.127 -0.423
H 7.469 -0.121 0.722
```

Atomic partial charges in e from the Löwdin method, atoms 1 to 99: C -0.056; C -0.234; O -0.142; C -0.197; C -0.076; C -0.282; O -0.045; C -0.253; C -0.165; N -0.112; C -0.108; C -0.152; C -0.186; C -0.041; C -0.045; C -0.059; C -0.059; C -0.031; N 0.146; C -0.186; C -0.147; C -0.193; C -0.199; C -0.202; C -0.268; N -0.009; H 0.073; H 0.075; H 0.039; H 0.118; H 0.101; H 0.124; H 0.126; H 0.120; H 0.135; H 0.148; H 0.160; H 0.133; H 0.119; H 0.098; H 0.085; H 0.080; H 0.082; H 0.172; H 0.122; H 0.117; H 0.116; H 0.115; H 0.104; H 0.178; H 0.154; H 0.170; H 0.119; H 0.141; H 0.099; H 0.115; H 0.117; H 0.105; H 0.106; H 0.111; H 0.104; H 0.106; H 0.052; H 0.066; O -0.202; P 0.532; O -0.201; C -0.274; C -0.078; O -0.232; C -0.280; C -0.073; O -0.229; C -0.248; C -0.061; H 0.114; H 0.115; H 0.074; H 0.066; H 0.060; H 0.104; H 0.119; H 0.076; H 0.078; H 0.076; H 0.123; H 0.113; H 0.078; H 0.085; H 0.068; O -0.209; P 0.491; O -0.191; C -0.277; C -0.062; O -0.226; C -0.282; C -0.074; O -0.190

3.
This record from the OMol25 dataset describes C3H4N2 in the gas phase at a distorted geometry. The level of theory is ωB97M-V/def2-TZVPD.

Output
charge: 0

Structure (XYZ):
```
9
C3H4N2, DFT ωB97M-V/def2-TZVPD
C 0.541 -0.913 -0.160
C -0.110 -0.241 -1.193
N -0.789 0.872 -0.972
N -0.617 0.927 0.524
C 0.337 0.110 0.831
H 1.307 -1.696 0.050
H -0.294 -0.547 -2.159
H -0.930 1.642 1.254
H 0.554 -0.154 1.825
```

Partial charges, Löwdin, in e: C -0.045; C -0.260; N 0.070; N -0.014; C -0.202; H 0.104; H 0.072; H 0.180; H 0.095

| no. | HOMO (eV) | orbital gap (eV) |
| --- | --- | --- |
| 1 | -13.0 | 7.262 |
| 2 | -11.4 | 8.723 |
| 3 | -9.0 | 9.957 |